(1)
Computed, not measured: one molecule with the formula C5H4N2O at a distorted geometry, with the ωB97M-V functional and the def2-TZVPD basis.

Computed properties:
- SMILES = C=CC(O)(C#N)C#N
- energy above the lowest of the compared OMol25 structures with the same formula, charge and spin (kcal/mol) = 84.8
- calculated total energy (eV) = -10273.0839
- LUMO level (eV) = 0.20
- highest occupied orbital energy (eV) = -11.204
- frontier orbital gap (eV) = 11.401

Element x y z (Å)
C: 1.97600 -0.84896 -0.61504
C: 0.90986 -1.28382 0.00693
C: -0.17672 -0.23875 0.22246
O: -0.30789 -0.20234 1.67268
C: 0.53408 1.01073 -0.15205
N: 0.77771 2.19776 -0.21536
C: -1.52890 -0.15617 -0.41889
N: -2.57639 -0.26403 -0.88625
H: 2.96509 -1.34253 -1.04571
H: 1.89320 0.30223 -1.11963
H: 0.54771 -2.36106 0.07571
H: -0.63800 0.58581 2.15901



(2)
Computed, not measured: a 2-piece molecular cluster, C5H4N2O overall at a distorted geometry, with the ωB97M-V functional and the def2-TZVPD basis.

Computed properties:
- energy above the lowest of the compared OMol25 structures with the same formula, charge and spin (kcal/mol) = 128.5
- calculated total energy (eV) = -10271.1886
- LUMO level (eV) = -0.67
- highest occupied orbital energy (eV) = -8.632
- frontier orbital gap (eV) = 7.966

Element x y z (Å)
C: -0.72269 -0.51961 0.44109
C: -1.78942 0.20895 0.01907
C: 0.37071 0.22801 0.01802
C: 1.71234 -0.17479 -0.21675
C: 2.80487 -0.69072 -0.48642
H: 0.44943 -1.33309 1.92041
H: -2.87453 0.35846 0.14889
H: -1.65141 2.26700 -1.06201
H: 3.71117 -1.42257 -0.67963
N: -1.31961 1.36422 -0.54474
N: -0.03798 1.35356 -0.63335
O: -0.65287 -1.63942 1.07541



(3)
Computed, not measured: one molecule with the formula C5H4N2O at a distorted geometry, with the ωB97M-V functional and the def2-TZVPD basis.

Computed properties:
- SMILES = C#C[C@@H](C#N)NC=O
- energy above the lowest of the compared OMol25 structures with the same formula, charge and spin (kcal/mol) = 99.3
- calculated total energy (eV) = -10272.4579
- LUMO level (eV) = 0.16
- highest occupied orbital energy (eV) = -10.625
- frontier orbital gap (eV) = 10.783

Element x y z (Å)
C: 2.43867 -0.31096 1.73832
C: 1.60609 -0.17276 0.85167
C: 0.35523 0.11385 0.01367
C: 0.40547 -0.98219 -0.95030
N: 0.47626 -2.08256 -1.34772
N: -0.91688 0.25643 0.63142
C: -1.97557 0.86266 -0.20074
O: -1.62761 1.90569 -0.85465
H: 3.19098 -0.92320 2.46865
H: 0.62249 1.22300 -0.36133
H: -1.56697 -0.55979 0.93842
H: -3.12064 0.73369 0.08995



(4)
Computed, not measured: one molecule with the formula C5H4N2O at a distorted geometry, with the ωB97M-V functional and the def2-TZVPD basis.

Computed properties:
- SMILES = O=c1cncccn1
- energy above the lowest of the compared OMol25 structures with the same formula, charge and spin (kcal/mol) = 99.1
- calculated total energy (eV) = -10272.4652
- LUMO level (eV) = -0.27
- highest occupied orbital energy (eV) = -10.187
- frontier orbital gap (eV) = 9.921

Element x y z (Å)
O: 1.47190 -1.38656 0.76755
C: 0.41263 -1.26159 -0.03714
C: 0.67441 -0.65500 -1.18679
N: 0.41578 0.57936 -1.57746
C: 0.28463 1.30689 -0.33873
C: -0.36996 0.97700 0.72805
C: -1.26305 -0.33251 0.70073
N: -0.95466 -1.51662 0.22511
H: 0.87988 -1.47422 -1.96444
H: 0.82807 2.25218 -0.44853
H: -0.22421 1.73394 1.59287
H: -2.15542 -0.22287 1.53878



- Look up the highest occupied orbital energy of the third one.
  -10.625 eV